Formula: C9H13NO2
Source: the OMol25 dataset
Level of theory: wB97M-V/def2-TZVPD

Calculated values
HOMO energy   -8.857 eV
Frontier orbital gap   0.3492 Ha
E_tot   -15129.01673 eV
Molar mass   167.21 g/mol
SMILES   Cc1ccc(O)cc1.CC(N)=O
Energy above the lowest of the compared OMol25 structures with the same formula, charge and spin   59.4 kJ/mol

```
25
Properties=species:S:1:pos:R:3:forces:R:3:lowdin_charge:R:1
C 1.400 0.531 2.867 -0.30 -0.37 0.76 -0.06
C 1.528 0.508 1.379 -0.20 0.61 0.20 -0.29
C 1.517 1.715 0.680 -0.78 0.23 -0.83 -0.05
C 1.192 1.737 -0.663 1.01 -0.36 -0.80 -0.01
C 1.071 0.539 -1.380 0.31 0.60 0.26 -0.33
O 0.907 0.552 -2.753 -0.13 -0.03 0.25 0.03
C 1.332 -0.642 -0.728 0.04 -0.42 0.09 -0.04
C 1.569 -0.667 0.646 -0.13 0.16 -0.02 -0.04
H 1.099 -0.429 3.276 0.26 -0.39 -0.14 0.07
H 0.629 1.190 3.277 -0.04 0.27 -0.65 0.08
H 2.291 0.834 3.373 0.86 0.13 0.31 0.07
H 1.716 2.684 1.112 -0.18 -0.09 0.62 0.11
H 1.277 2.643 -1.255 -0.36 0.09 0.20 0.12
H -0.034 0.608 -2.950 -0.19 -0.02 -0.14 0.09
H 1.314 -1.540 -1.323 0.22 -0.25 0.00 0.12
H 1.835 -1.578 1.170 -0.42 -0.17 -0.13 0.12
C -1.852 -1.987 -0.807 -1.23 0.42 -0.97 0.01
C -2.409 -0.662 -1.263 -1.60 0.39 0.36 -0.59
N -2.880 0.134 -0.244 0.52 -0.18 0.06 0.15
O -2.605 -0.328 -2.416 0.89 -0.12 -0.20 0.03
H -0.814 -1.910 -0.956 1.40 -0.09 0.45 0.03
H -2.175 -2.740 -1.523 -0.29 -0.13 0.26 0.09
H -2.180 -2.170 0.209 0.35 -0.41 0.10 0.08
H -3.021 1.110 -0.439 -0.16 -0.04 -0.06 0.10
H -2.707 -0.130 0.710 0.13 0.15 0.03 0.09
```
Positions in Å, forces in eV/Å.